*w*
23
Properties=species:S:1:pos:R:3:nbo_charge:R:1 method="wB97M-V/def2-TZVPD" spin_multiplicity=1 charge=+1 homo_ha=-0.45622 gap_ev=9.3
H -1.06440 0.57634 -1.10484 0.23
H -0.84795 1.03513 0.78824 0.18
N 0.46438 1.88023 -0.53900 -0.62
H -2.72249 -2.02292 -0.06284 0.20
C 1.46302 1.28601 1.64707 -0.41
H 2.70988 0.20594 0.29748 0.24
H 0.84202 -2.35885 -0.07587 0.21
H 2.02941 2.84133 0.31374 0.21
C 1.76202 -0.06567 0.85651 -0.24
H -3.62664 -3.04529 -1.85506 0.43
C -0.36541 0.76735 -0.18391 -0.07
H 0.64867 1.06141 2.35754 0.21
N -2.75855 -2.47371 -2.03417 -0.72
C 0.14664 -1.52709 -0.26927 0.41
N -0.87132 -1.94997 -0.91563 -0.53
C -2.14175 -2.11273 -0.99093 0.37
H 1.92574 -0.75610 1.70067 0.24
H -2.21050 -2.61063 -2.89295 0.43
N 0.53317 -0.35487 0.06844 -0.35
C 1.17429 2.34992 0.60241 -0.24
H -0.03387 2.63971 -0.86865 0.38
H 2.42836 1.50397 2.21063 0.25
H 0.51526 3.13050 0.95038 0.19

*x*
23
Properties=species:S:1:pos:R:3:nbo_charge:R:1 method="wB97M-V/def2-TZVPD" spin_multiplicity=1 charge=+1 homo_ha=-0.48086 gap_ev=10.0
C -1.08402 -0.86448 1.36675 0.25
H -1.63676 -0.72975 3.26759 0.35
H -0.33092 2.59835 0.40901 0.40
H -0.54494 2.22625 -1.06280 0.40
H -2.31604 -2.23780 0.22911 0.26
H 0.87293 -0.74335 1.89292 0.29
C -0.77084 -1.28823 -1.10124 -0.21
C 0.40090 -0.28701 -1.22881 -0.12
H 0.03018 0.44989 -1.99216 0.20
N -0.64868 1.83936 -0.17114 -0.85
N 1.58870 -0.82271 -1.79049 -0.84
H 1.90905 -1.55110 -1.21575 0.37
H 1.42873 -1.08872 -2.81768 0.40
H 2.33933 1.34988 -0.74810 0.43
C -1.49641 -1.48963 0.05658 -0.23
H -1.19559 -1.86800 -1.95863 0.25
C 0.19233 -0.13618 1.34952 -0.58
N -1.89855 -1.06054 2.30063 -0.57
H 2.31176 1.68292 0.87635 0.43
N 1.77359 1.23966 0.11714 -0.79
H -1.63806 1.63382 0.04672 0.43
H 0.03226 0.61832 2.07246 0.24
C 0.68105 0.52907 0.10202 0.47

Most stable structure: *w*

*w*
27
Properties=species:S:1:pos:R:3:nbo_charge:R:1 method="wB97M-V/def2-TZVPD" smiles="CSCC[C@H](NC(=O)CN)C(=O)O" spin_multiplicity=1 charge=0 homo_ha=-0.32956 gap_ev=9.5
H -3.11848 -2.31232 -0.29359 0.41
O -0.89282 -2.38517 1.11341 -0.62
C 1.05579 1.24663 0.03274 -0.43
H -1.43094 -0.01467 -1.19565 0.21
N -0.52437 -0.02464 1.40016 -0.64
H 1.88628 -0.36295 1.44398 0.22
H -1.03226 -1.87608 -1.47674 0.21
H 2.35738 1.33912 1.90459 0.23
C -1.51705 -1.09965 -0.75888 -0.33
C 2.17831 0.61237 1.01448 -0.51
N -2.91649 -1.25062 -0.52223 -0.87
H 2.14773 -1.62377 -0.62244 0.24
H -0.14950 1.99241 1.61444 0.25
C -0.24403 1.25790 0.75793 -0.14
O -2.80520 1.28453 -0.13418 -0.71
C -0.83277 -1.20076 0.67708 0.67
O -1.53701 3.04385 -0.40482 -0.58
S 3.77228 0.39483 0.03300 0.19
H 1.03639 0.72777 -0.92215 0.22
H 2.55398 -0.41435 -2.20057 0.23
H -3.57040 -1.01434 -1.32085 0.40
H 4.11273 -1.59766 -1.46825 0.26
H -2.79181 0.25705 0.07856 0.51
C 3.10167 -0.90384 -1.14034 -0.82
H -0.49132 -0.29700 2.31920 0.41
H 1.25208 2.29720 -0.07685 0.24
C -1.60018 1.92414 0.14794 0.76

*x*
27
Properties=species:S:1:pos:R:3:nbo_charge:R:1 method="wB97M-V/def2-TZVPD" spin_multiplicity=1 charge=0 homo_ha=-0.34271 gap_ev=9.8
N -0.49704 -0.09632 -0.88981 -0.15
O 0.23150 0.29501 -2.07943 -0.40
H -1.62737 -0.68715 2.97620 0.21
O 0.95786 -0.52939 -4.06939 -0.61
N -0.72595 -1.54709 -3.14716 -0.65
H -1.88151 -3.14033 -3.88677 0.21
C -1.03894 -2.50474 -4.18611 -0.40
C -1.16552 -0.73066 1.99120 -0.62
S 0.15081 1.63984 2.61647 1.27
H -1.73628 1.55153 4.18136 0.23
H -2.24024 2.27758 0.69648 0.24
C -0.92258 0.67987 1.45798 -0.27
C -0.14769 0.66053 0.11528 0.09
H -1.88206 -1.30723 1.37553 0.23
H -0.38556 0.56236 4.73662 0.23
H -2.72176 1.59562 2.28912 0.21
H -0.16204 -3.11905 -4.39904 0.21
C -0.65940 1.52765 4.25226 -0.83
H -0.22835 -1.26551 2.05803 0.22
H -1.25725 -1.55409 -2.29225 0.40
O -0.13199 3.02410 2.18239 -0.99
C 0.18623 -0.54038 -3.16256 0.88
H -2.99472 0.72891 0.79351 0.22
C -2.30732 1.35987 1.29931 -0.61
H -0.36308 2.36464 4.85741 0.26
H -1.35477 -1.96990 -5.09236 0.20
H 0.60255 1.40049 -0.05330 0.21

Most stable structure: *x*

*w*
11
Properties=species:S:1:pos:R:3:nbo_charge:R:1 method="wB97M-V/def2-TZVPD" spin_multiplicity=1 charge=0 homo_ha=-0.33975 gap_ev=10.3
H 0.45981 1.53864 0.51206 0.21
N -1.59674 0.00299 -0.47891 -0.87
H -0.82465 -0.87311 1.48261 0.19
H -2.61630 -0.47993 -0.71611 0.36
F 2.58408 -0.68562 -0.26676 -0.33
C -0.60575 -0.73753 0.31391 -0.23
C 1.86669 0.38795 -0.09025 0.21
C 0.64365 0.38367 0.27289 -0.29
H -1.92106 0.91023 -0.29317 0.37
H -0.40893 -1.72876 -0.34634 0.23
H 2.41921 1.28146 -0.38996 0.16

*x*
11
Properties=species:S:1:pos:R:3:nbo_charge:R:1 method="wB97M-V/def2-TZVPD" smiles="CC/N=C/F" spin_multiplicity=1 charge=0 homo_ha=-0.36640 gap_ev=11.0
H 0.11170 -1.64893 0.37532 0.22
H 0.73350 -1.09499 -1.47594 0.22
C 1.23276 0.16987 0.26047 -0.65
H 1.47415 1.04307 -0.28872 0.21
F -2.96030 0.91836 -0.07336 -0.34
H 0.94628 0.34385 1.30143 0.21
C -1.66512 0.57421 0.03362 0.46
H 2.10832 -0.37306 0.23145 0.22
N -1.18074 -0.41991 -0.50532 -0.46
H -1.12420 1.34553 0.52860 0.12
C 0.32366 -0.85802 -0.38754 -0.22

Most stable structure: *x*

*w*
20
Properties=species:S:1:pos:R:3:nbo_charge:R:1 method="wB97M-V/def2-TZVPD" spin_multiplicity=1 charge=+1 homo_ha=-0.50271 gap_ev=9.5
C -0.06041 -1.37576 0.19689 -0.01
H 0.50074 1.18309 -0.36757 0.21
C -2.91711 1.32840 0.56231 -0.67
H 2.80540 -1.79718 -0.61413 0.24
N 1.07256 -0.80509 0.02584 -0.32
H 1.92770 -2.47553 0.79942 0.22
C 2.28411 -1.55701 0.38356 -0.41
C 2.54434 0.99035 -0.65096 -0.34
H -2.90979 0.75969 1.53611 0.23
H -3.43370 -0.10580 -0.89473 0.25
H -2.27306 2.19485 0.84861 0.24
S -1.72884 -1.16367 0.03735 0.38
H 0.20007 -2.44375 0.39414 0.25
H 2.77371 2.04118 -0.85145 0.25
C 1.33020 0.56790 -0.39386 -0.05
H 3.36252 0.34102 -0.86225 0.22
H -1.88542 1.01671 -1.17125 0.25
H 2.86504 -1.01767 1.13348 0.25
C -2.60016 0.41955 -0.57355 -0.44
H -3.85793 1.89874 0.46203 0.26

*x*
20
Properties=species:S:1:pos:R:3:nbo_charge:R:1 method="wB97M-V/def2-TZVPD" spin_multiplicity=1 charge=+1 homo_ha=-0.49709 gap_ev=9.1
H -4.50408 1.38197 -0.50791 0.22
C 1.06986 0.15809 -0.58988 -0.48
H 0.76526 -0.80121 -1.13229 0.23
H 2.04477 -0.89261 1.00293 0.21
C -1.33524 -0.25924 1.13256 -0.53
C -2.12459 -0.53709 -0.09319 0.17
C -4.45210 0.20812 -0.36354 0.07
N -3.38604 -0.39465 -0.15303 -0.33
H -1.65088 -1.12428 -0.81610 0.24
H -0.72153 -1.15155 1.38986 0.27
H -1.67178 0.23702 2.07302 0.28
H -5.44803 -0.27750 -0.49254 0.24
C 2.29029 0.01971 0.37764 -0.43
H 3.92799 -0.84935 -0.73635 0.22
S -0.47051 1.06840 0.02572 0.32
H 4.56867 0.39248 0.38267 0.24
H 2.39588 0.79552 1.08093 0.23
C 3.65109 0.13179 -0.32009 -0.62
H 1.43622 0.89732 -1.24184 0.23
H 3.61476 0.99706 -1.01857 0.22

Most stable structure: *w*